No. 1
The following is a DFT calculation (ωB97M-V/def2-TZVPD) of one molecule with the formula C14H13ClO2.

Each line ends with the natural charge from an NBO analysis.
Cartesian coordinates (Å):
C 0.79 2.33 0.83  -0.170
C 2.10 1.87 0.99  -0.283
H -1.68 2.94 0.50  0.209
C 1.52 -0.18 -0.08  -0.249
O -3.19 -1.05 -1.18  -0.529
C -0.85 -0.64 -0.75  -0.057
H 0.58 3.33 1.15  0.211
C -0.56 -1.96 -1.37  -0.073
C 0.19 0.21 -0.19  -0.057
H 5.47 0.05 1.95  0.202
H -4.14 -1.11 0.69  0.172
C -2.54 1.10 -0.34  -0.270
H -3.22 -2.53 0.31  0.181
C -0.95 -2.28 -2.63  -0.364
H -3.56 1.49 -0.32  0.231
H 3.98 0.59 2.70  0.186
C -2.20 -0.21 -0.75  0.303
H 1.86 -1.14 -0.47  0.233
C -0.18 1.50 0.26  -0.028
O 3.84 0.20 0.66  -0.510
C -1.50 1.91 0.16  -0.164
Cl 0.32 -3.21 -0.55  -0.006
C 4.59 0.68 1.80  -0.251
H 2.84 2.59 1.39  0.217
C 2.51 0.60 0.54  0.314
C -3.84 -1.76 -0.13  -0.247
H -0.76 -3.27 -3.06  0.211
H 4.93 1.73 1.63  0.177
H -4.81 -2.16 -0.50  0.197
H -1.55 -1.60 -3.23  0.214

Computed properties:
E_tot (eV): -31344.5902
SMILES: C=C(Cl)c1c(OC)ccc2ccc(OC)cc12
Frontier orbital gap (eV): 8.11
HOMO energy (eV): -7.905
Energy above the lowest of the compared OMol25 structures with the same formula, charge and spin (kcal per mole): 0.0
Spin multiplicity: 1

No. 2
The following is a DFT calculation (ωB97M-V/def2-TZVPD) of C34H56CoN4O8P2SbSi3 as an isolated structure.

Each line ends with the Löwdin spin population.
Cartesian coordinates (Å):
C 3.33 -3.11 0.61  0.015
H 3.16 0.53 -4.22  0.000
C 3.62 0.77 -2.15  0.004
Sb 0.07 -1.59 -0.15  0.454
H -2.17 -2.22 2.61  0.000
H -4.06 2.97 -3.76  0.000
C -3.29 -2.56 -1.21  -0.001
O -3.31 2.68 -0.22  0.002
Si -2.14 -2.92 0.21  0.027
C 5.15 0.05 0.07  0.000
H -4.46 0.31 -3.27  0.000
H 1.05 -1.22 3.32  0.000
H 0.38 -4.62 -3.67  0.004
C -2.92 1.65 -2.57  0.000
H -4.37 -0.03 3.17  0.000
H -1.70 5.81 1.53  0.000
O -1.19 3.63 -2.58  0.000
O -1.99 0.47 -0.28  0.103
C 3.18 1.09 -0.86  0.005
C -0.94 5.33 0.93  0.002
C -1.31 -0.38 5.62  0.004
C -3.42 0.54 -3.48  0.000
P -3.22 1.17 -0.80  0.007
C -2.90 -2.52 1.86  -0.001
H -4.47 3.03 -2.14  0.000
C 1.17 1.92 3.94  0.000
Si 1.73 -2.79 1.51  0.078
C -0.11 6.03 0.06  -0.002
H -2.84 -0.37 -3.27  0.000
H -4.17 -3.20 -1.09  0.000
C 4.84 0.11 -2.29  0.000
H -0.98 -4.48 -2.54  0.000
C 2.09 3.13 -1.03  0.004
H 4.19 0.79 2.39  0.000
H -1.27 -2.00 -3.99  0.000
O 2.97 3.65 -1.72  0.004
H 0.62 -5.00 -1.96  0.000
H -1.39 -0.95 6.54  0.000
O -1.00 1.84 -4.40  0.003
H 2.94 -3.42 -2.38  0.000
H -3.46 2.73 0.74  0.000
H 2.51 0.85 1.84  0.001
H 2.98 -1.67 -2.30  0.000
O -4.53 0.48 -0.74  0.006
H 0.28 -1.62 -4.75  0.000
H -3.42 -3.40 2.23  0.000
H 1.09 2.80 4.58  0.000
Co -0.04 1.34 0.07  2.873
N -3.70 2.93 -2.81  0.000
H 2.69 -2.46 -3.84  0.001
H 3.71 -2.23 0.10  0.000
C -1.41 3.05 2.04  0.005
H 2.24 -2.40 3.86  0.000
H -3.61 -1.70 1.77  0.000
Si 0.64 -2.54 -2.52  0.045
C 2.49 -2.51 -2.77  0.003
C 0.89 5.37 -0.64  0.002
H 3.50 2.26 1.68  0.000
H 0.91 -5.15 1.24  0.000
N 0.17 3.35 0.32  0.057
C -1.73 -4.76 0.17  0.019
C 5.60 -0.26 -1.20  0.004
P -1.17 2.16 -2.83  0.005
H -3.32 -0.78 5.01  0.000
H 2.08 1.39 4.23  0.000
C -2.39 -0.29 4.76  0.000
N -0.89 1.81 2.03  0.058
H 4.07 -3.43 1.34  0.003
H -3.27 0.79 -4.53  0.000
C 3.52 1.17 1.62  0.001
H 2.90 2.17 -3.59  0.000
H 1.61 -4.81 2.83  0.005
O -2.28 3.52 2.79  0.006
H 5.18 -0.13 -3.29  0.000
H 1.26 2.26 2.92  0.000
H 3.21 -3.91 -0.13  0.000
H -0.72 -5.02 -0.13  0.001
C -2.32 0.44 3.57  0.004
H -0.12 2.09 -4.72  0.000
C -0.05 1.05 4.14  0.004
C -3.56 0.57 2.75  0.001
H 6.54 -0.78 -1.34  0.000
H -1.90 -5.19 1.15  0.001
H 2.75 -1.01 2.89  0.000
H -3.89 1.61 2.74  0.000
C 1.96 -1.74 3.03  -0.001
C -0.75 3.96 1.03  0.005
C 0.96 -4.41 2.04  0.030
C 0.10 -4.33 -2.65  0.022
H -2.98 3.68 -2.65  0.000
C 3.96 0.73 0.25  0.003
C -0.15 0.31 5.32  -0.001
H -3.63 -1.53 -1.22  0.000
N 2.01 1.85 -0.60  0.055
C -0.28 -1.57 -3.82  -0.001
H 0.68 0.30 6.01  0.000
H 1.76 0.89 -3.19  0.000
H -0.22 7.10 -0.05  0.000
H -0.40 -0.52 -3.55  0.000
H -3.40 0.24 1.73  0.000
H 1.59 5.88 -1.29  0.000
H 5.75 -0.21 0.94  0.000
H -2.83 -2.80 -2.17  0.000
C 2.81 1.11 -3.36  0.001
H -0.04 -4.28 2.46  0.000
H -2.41 -5.24 -0.54  0.002
C 1.00 4.00 -0.48  0.004
C -1.11 1.07 3.23  0.005
O -0.27 1.23 -2.06  0.059

Computed properties:
E_tot (eV): -144892.4979
Frontier orbital gap (spin up / spin down) (eV): 8.02 / 4.57
HOMO energy (spin up / spin down) (eV): -7.722 / -7.777
⟨S²⟩: 6.01
Spin multiplicity: 5

No. 3
The following is a DFT calculation (ωB97M-V/def2-TZVPD) of one molecule with the formula C5H8N2O.

Each line ends with the natural charge from an NBO analysis.
Cartesian coordinates (Å):
C 0.22 1.71 -0.04  -0.280
C 0.65 -1.88 0.44  -0.636
N -0.71 1.30 1.11  -0.586
H 2.89 -0.08 -0.67  0.479
H 1.71 -2.12 0.39  0.210
H 0.34 -2.02 1.48  0.217
H -2.71 0.82 -0.66  0.395
H -1.50 1.94 1.17  0.350
O 2.48 0.79 -0.53  -0.654
C 1.18 0.61 -0.20  0.359
H -2.10 -0.83 -1.02  0.409
H -0.09 2.43 -0.78  0.203
C 0.40 -0.49 -0.02  -0.224
C -0.86 0.35 0.08  0.385
N -2.01 0.09 -0.61  -0.834
H 0.12 -2.62 -0.16  0.207

Computed properties:
E_tot (eV): -10338.5403
SMILES: CC1=C(O)[C@@H]2N[C@]12N
Frontier orbital gap (eV): 7.51
HOMO energy (eV): -6.726
Energy above the lowest of the compared OMol25 structures with the same formula, charge and spin (kcal per mole): 96.5
Spin multiplicity: 1

No. 4
The following is a DFT calculation (ωB97M-V/def2-TZVPD) of a 2-piece molecular cluster, C6H10BrClO overall.

Each line ends with the natural charge from an NBO analysis.
Cartesian coordinates (Å):
C 0.74 1.03 -1.05  0.027
Cl -2.63 -2.14 -0.26  0.042
C 1.18 0.23 -2.25  -0.671
C 1.87 1.56 -0.20  -0.651
H 0.39 -0.42 -2.59  0.218
H 1.29 2.03 0.62  0.215
H -1.47 0.98 -1.40  0.209
H 1.73 -0.61 -1.91  0.219
O -1.12 -1.06 3.24  -0.643
C -1.59 -1.85 1.08  -0.239
H 2.52 0.84 0.14  0.214
C -1.92 -1.23 2.25  0.127
H -0.54 -1.80 3.31  0.490
H 1.52 0.73 -3.20  0.226
H 2.52 2.37 -0.48  0.226
Br -0.03 -3.02 1.05  0.021
H -2.86 -0.71 2.41  0.203
C -0.58 1.19 -0.80  -0.418
H -1.00 1.87 0.03  0.185

Computed properties:
E_tot (eV): -90993.8511
SMILES: O/C=C(/Cl)Br.C=C(C)C
Frontier orbital gap (eV): 9.34
HOMO energy (eV): -8.927
Energy above the lowest of the compared OMol25 structures with the same formula, charge and spin (kcal per mole): 2.1
Spin multiplicity: 1

No. 5
The following is a DFT calculation (ωB97M-V/def2-TZVPD) of a 2-piece molecular cluster, C4H11NO2S overall.

Each line ends with the natural charge from an NBO analysis.
Cartesian coordinates (Å):
N -0.17 0.18 1.23  -0.618
O -2.33 -0.99 -2.16  -0.957
H 1.22 2.28 0.75  0.204
H -2.29 -1.35 -1.26  0.490
S 2.04 1.36 -1.31  -0.042
C -0.45 -1.16 1.23  0.691
H -1.30 1.62 0.12  0.195
H 0.09 0.66 2.08  0.394
H -1.05 -2.73 2.49  0.246
H 0.60 -2.14 2.82  0.235
C 0.77 1.99 -0.19  -0.522
H 0.28 2.84 -0.67  0.222
H -0.74 -1.19 3.40  0.220
C -0.43 -1.84 2.59  -0.710
H -2.44 -1.76 -2.72  0.466
O -0.85 -1.73 0.23  -0.657
C -0.40 1.00 0.07  -0.242
H -0.59 0.39 -0.81  0.256
H 1.69 0.08 -1.27  0.128

Computed properties:
E_tot (eV): -20747.0866
SMILES: CC(=O)NCCS.O
Frontier orbital gap (eV): 9.72
HOMO energy (eV): -9.033
Energy above the lowest of the compared OMol25 structures with the same formula, charge and spin (kcal per mole): 5.0
Spin multiplicity: 1

No. 6
The following is a DFT calculation (ωB97M-V/def2-TZVPD) of one molecule with the formula C5H10O.

Each line ends with the natural charge from an NBO analysis.
Cartesian coordinates (Å):
H 2.36 1.33 -0.02  0.209
H 2.15 -1.05 -0.78  0.208
H 2.66 0.34 1.41  0.214
H -2.78 -0.61 0.77  0.262
C -1.57 -0.73 0.81  -0.747
H -1.19 -0.29 1.87  0.259
O -1.19 1.35 -0.32  -0.558
C 1.86 0.61 0.66  -0.621
C 0.14 -0.49 -1.05  -0.508
H 0.47 0.23 -1.78  0.229
H -0.16 -1.49 -1.48  0.221
H -1.22 -1.88 0.72  0.225
H 1.12 -1.41 0.61  0.190
C 1.40 -0.68 -0.15  -0.372
H 0.96 1.09 1.10  0.217
C -0.97 0.12 -0.25  0.571

Computed properties:
E_tot (eV): -7393.6657
SMILES: CCCC(C)=O
Frontier orbital gap (eV): 10.56
HOMO energy (eV): -9.630
Energy above the lowest of the compared OMol25 structures with the same formula, charge and spin (kcal per mole): 25.4
Spin multiplicity: 1